[1]
C30H43BrN2P2Sn | wB97M-V/def2-TZVPD

Calculated values
E_tot (eV): -129191.878
HOMO level (alpha / beta) (eV): -17.60 / -17.60
Gap between HOMO and LUMO (alpha / beta) (eV): 3.58 / 3.07

```
! wB97M-V def2-TZVPD RIJCOSX def2/J DEFGRID3
* xyz 4 1
C -0.5086 6.1339 -3.4958
C -0.7220 4.8352 -4.0152
C -1.0047 4.7388 -5.3898
C -1.0792 5.9007 -6.1625
N -0.8853 7.1177 -5.6534
C -0.6048 7.2332 -4.3572
C -0.7914 3.6621 -3.1669
C -0.8022 3.2163 -1.9713
C -0.9583 2.5766 -0.7352
C 0.1594 2.3799 0.1272
C 0.0713 1.4506 1.1545
C -1.0700 0.6483 1.2587
C -2.2648 1.0184 0.6191
C -2.2104 1.9724 -0.4030
Sn -1.8264 1.5405 -3.2716
P 2.0630 -1.5925 0.9088
H -1.2402 3.7748 -5.8386
H -0.3316 6.3044 -2.4363
H -1.3172 5.8390 -7.2255
H -0.4616 8.2478 -3.9785
H -3.1276 2.2104 -0.9758
H 1.0897 2.9170 -0.0504
H -3.1994 0.5303 0.8811
H 0.8831 1.3269 1.8620
C 2.3175 -3.1283 1.8914
C 3.3824 -4.1224 1.4440
H 1.3319 -3.6153 1.9212
H 2.5265 -2.7791 2.9115
H 3.4669 -4.9076 2.2051
H 3.1225 -4.6172 0.4992
H 4.3761 -3.6670 1.3440
C 2.9390 -1.8132 -0.6860
C 3.3172 -0.5285 -1.4301
H 2.2399 -2.4128 -1.2933
H 3.8097 -2.4640 -0.4972
H 3.2813 -0.7208 -2.5069
H 2.6394 0.3106 -1.2201
H 4.3387 -0.1900 -1.2084
C 3.0987 -0.3899 1.8268
C 4.5721 -0.7654 1.9154
H 2.6559 -0.2939 2.8285
H 2.9718 0.5868 1.3390
H 5.1228 0.0610 2.3799
H 4.7386 -1.6546 2.5340
H 5.0157 -0.9363 0.9278
Br -0.8453 -1.1236 1.8616
P -2.5577 -3.3639 -1.4333
C -0.7199 -3.6411 -1.2995
C -0.4630 -5.0887 -1.7213
H -0.3944 -3.4700 -0.2644
H -0.2051 -2.9233 -1.9520
H 0.6018 -5.2647 -1.9259
H -0.7785 -5.8015 -0.9432
H -1.0328 -5.3266 -2.6333
C -2.9592 -3.2437 0.3607
C -4.3298 -3.8196 0.6923
H -2.9311 -2.1703 0.5823
H -2.1703 -3.7305 0.9500
H -4.4726 -3.8150 1.7806
H -5.1171 -3.2022 0.2415
H -4.4600 -4.8490 0.3319
C -2.6306 -1.5998 -1.9506
C -2.8608 -1.6806 -3.4689
H -1.6961 -1.1283 -1.6227
H -3.4748 -1.1036 -1.4401
H -3.1622 -0.7230 -3.9211
H -1.9538 -2.0161 -3.9920
H -3.6592 -2.4059 -3.7040
C 0.0486 2.8134 6.6254
C 1.2686 2.6870 5.9479
C 1.2879 2.1123 4.6672
N 0.1738 1.7260 4.0460
C -0.9920 1.8129 4.6778
C -1.1130 2.3685 5.9695
H 0.0031 3.2265 7.6321
H 2.2135 3.0208 6.3721
H 2.2328 1.9565 4.1297
H -1.8751 1.4068 4.1776
H -2.1011 2.4253 6.4157
*
```

Charges in e, computed with Mulliken, in the same order as the atoms: -0.398 1.582 -0.583 -0.427 -0.422 -0.399 0.053 -0.487 -0.088 -1.066 -0.533 -0.102 -0.577 -0.349 0.863 0.837 0.304 0.394 0.389 0.401 0.874 0.660 0.794 0.994 -0.490 -1.378 0.447 0.514 0.411 0.328 0.340 -0.633 -1.314 0.426 0.506 0.431 0.178 0.320 -0.554 -1.463 0.505 0.406 0.422 0.308 0.325 0.164 0.250 0.401 -1.367 -0.294 0.389 0.377 0.379 0.419 0.441 -1.377 -0.425 0.446 0.409 0.356 0.378 0.040 -1.459 -0.017 0.478 0.335 0.433 0.452 -0.226 -0.739 -0.022 -0.113 0.006 -0.758 0.430 0.393 0.335 0.348 0.387

[2]
C30H43CoF5P2 | wB97M-V/def2-TZVPD

Calculated values
E_tot (eV): -101587.560
HOMO level (alpha / beta) (eV): -9.16 / -11.07
Gap between HOMO and LUMO (alpha / beta) (eV): 5.97 / 3.59

```
! wB97M-V def2-TZVPD RIJCOSX def2/J DEFGRID3
* xyz 1 5
Co 0.0000 0.0000 0.0000
C -1.3604 -0.4998 1.6986
C -1.7708 0.7332 1.0514
C -1.8939 -0.9941 -0.5199
C -1.4126 -1.5482 0.7373
C -2.1382 0.4018 -0.3069
C -1.0557 -0.6631 3.1572
H -0.8161 0.2947 3.6257
H -0.2157 -1.3438 3.3202
H -1.9265 -1.0753 3.6848
C -1.0808 -2.9901 0.9611
H -0.4332 -3.1163 1.8327
H -0.5593 -3.4027 0.0922
H -1.9953 -3.5748 1.1291
C -2.1531 -1.7861 -1.7639
H -3.1147 -2.3148 -1.7078
H -1.3623 -2.5273 -1.9162
H -2.1785 -1.1376 -2.6445
C -2.8012 1.3319 -1.2772
H -3.8903 1.1937 -1.2466
H -2.4744 1.1475 -2.3044
H -2.5969 2.3772 -1.0323
C -2.0237 2.0445 1.7331
H -3.0830 2.1537 2.0072
H -1.7585 2.8846 1.0847
H -1.4348 2.1341 2.6501
C 6.3173 3.3874 2.4785
C 5.5068 3.9011 3.4115
C 5.0310 5.3157 3.6135
C 5.1674 6.2872 2.4203
C 4.4128 5.8293 1.1954
C 4.8020 4.9758 0.2408
C 6.0954 4.2211 0.0805
C 6.9980 4.0874 1.3270
H 5.5508 5.7476 4.4833
H 6.2216 6.4620 2.1986
H 3.9717 5.2698 3.9031
H 7.3763 5.0677 1.6220
H 6.4952 2.3129 2.5295
H 5.1176 3.2011 4.1521
H 7.8768 3.5001 1.0350
H 5.8469 3.2117 -0.2765
H 4.0831 4.7813 -0.5562
H 6.6797 4.6805 -0.7325
H 4.7607 7.2552 2.7364
H 3.4046 6.2340 1.1021
P 1.8404 0.6864 1.1395
P 0.8477 1.3346 -1.6184
C 2.9923 1.6981 0.0625
C 2.6868 1.4334 -1.4154
H 4.0371 1.4820 0.3107
H 2.8086 2.7519 0.3052
H 3.1226 2.1972 -2.0700
H 3.0642 0.4501 -1.7134
C 0.6543 0.8173 -3.3692
H -0.3914 0.8602 -3.6935
H 1.0238 -0.2059 -3.4882
H 1.2676 1.4866 -3.9778
C 0.3712 3.1155 -1.7011
H 1.0935 3.6932 -2.2889
H 0.3168 3.5248 -0.6885
H -0.6156 3.2124 -2.1609
C 2.9472 -0.6162 1.8217
H 2.4088 -1.2986 2.4889
H 3.7642 -0.1218 2.3528
H 3.3757 -1.1844 0.9904
C 1.6886 1.8037 2.5989
H 0.9929 2.6146 2.3664
H 2.6630 2.2281 2.8662
H 1.3029 1.2479 3.4574
F 0.1883 -3.6515 -1.7774
C 1.3354 -3.0467 -1.6572
C 1.6911 -1.7243 -1.0306
C 3.2365 -1.7037 -1.1745
F 4.1855 -0.7984 -0.7495
C 4.0392 -2.6816 -1.7897
F 5.3919 -2.5280 -1.8524
C 3.5320 -3.7964 -2.3311
F 4.3364 -4.7210 -2.9157
C 2.2066 -3.9802 -2.2566
F 1.7215 -5.1378 -2.7910
*
```

Charges in e, computed with Mulliken, in the same order as the atoms: 0.015 0.958 0.141 0.148 0.472 0.694 -1.546 0.328 0.363 0.353 -1.237 0.350 0.098 0.338 -1.070 0.330 0.020 0.350 -1.461 0.353 0.344 0.334 -1.663 0.239 0.404 0.383 -0.255 -0.472 -0.578 -0.960 -0.195 -0.466 -0.349 -0.965 0.359 0.337 0.285 0.343 0.378 0.458 0.418 0.097 0.448 0.407 0.398 0.348 1.411 0.738 -1.237 -0.884 0.566 0.302 0.812 0.147 -1.363 0.329 0.298 0.491 -1.416 0.454 0.330 0.400 -1.491 0.317 0.470 0.360 -1.301 0.366 0.357 0.435 -0.407 -0.150 0.450 -0.303 -0.298 0.216 -0.216 0.795 -0.250 0.443 -0.246

[3]
C30H43CsGeN7O5 | wB97M-V/def2-TZVPD

Calculated values
E_tot (eV): -109539.700
HOMO level (alpha / beta) (eV): -6.25 / -6.25
Gap between HOMO and LUMO (alpha / beta) (eV): 4.85 / 3.56

```
! wB97M-V def2-TZVPD RIJCOSX def2/J DEFGRID3
* xyz 0 2
Cs -0.1052 1.5300 -1.1985
C -1.5908 4.8389 -2.5510
C -2.6909 4.0874 -1.7987
C -3.5921 5.1049 -1.0840
C -3.5344 3.2809 -2.7984
O -2.1444 3.1655 -0.8983
Ge -1.5684 3.5055 0.8759
O 0.2492 3.8708 0.4426
C 1.2233 4.4128 1.2820
C 1.9546 3.3048 2.0514
C 2.2123 5.1763 0.3879
C 0.6239 5.3931 2.2993
O -1.2289 1.6564 1.2184
C -2.0659 0.7420 1.8534
C -1.1723 -0.2665 2.5887
C -2.9774 1.4276 2.8795
C -2.9336 0.0023 0.8268
H -2.0209 5.5975 -3.1996
H -1.0124 4.1466 -3.1547
H -0.9310 5.3172 -1.8329
H -4.1202 5.7279 -1.8020
H -2.9813 5.7414 -0.4455
H -4.3182 4.5861 -0.4596
H -3.9943 3.9387 -3.5317
H -4.3133 2.7370 -2.2654
H -2.8929 2.5710 -3.3146
H 2.4960 2.6590 1.3637
H 1.2218 2.7084 2.5889
H 2.6547 3.7350 2.7634
H 2.6130 4.5077 -0.3713
H 3.0292 5.5860 0.9755
H 1.6911 5.9897 -0.1108
H 0.0026 4.8502 3.0079
H 0.0043 6.1227 1.7847
H 1.4085 5.9146 2.8399
H -0.5902 0.2496 3.3479
H -0.4900 -0.7333 1.8850
H -1.7717 -1.0349 3.0681
H -2.3797 2.0484 3.5428
H -3.5176 0.6971 3.4741
H -3.6893 2.0641 2.3601
H -2.3082 -0.5880 0.1590
H -3.4839 0.7328 0.2383
H -3.6354 -0.6570 1.3322
C 0.1999 -6.1818 5.0917
O -0.0898 -5.8906 3.7469
C 0.9393 -5.8208 2.8647
C 2.2818 -6.0195 3.1821
C 3.2520 -5.9115 2.2082
C 2.9190 -5.5548 0.8970
C 1.5580 -5.3922 0.5747
C 0.5916 -5.5432 1.5385
N 3.9223 -5.5353 -0.0416
N 3.9547 -4.8853 -1.0964
C 3.3284 -3.7457 -1.4144
C 3.0086 -3.5200 -2.7668
C 2.1107 -2.5577 -3.1281
C 1.4972 -1.6748 -2.1819
O 0.5579 -0.9038 -2.4789
C 2.0504 -1.7240 -0.8229
N 1.6808 -0.7719 0.0357
C 2.1810 -0.7647 1.2480
C 3.1387 -1.6794 1.6884
C 3.5499 -2.6580 0.8170
C 2.9680 -2.7359 -0.4567
H -0.7546 -6.1740 5.6139
H 0.8533 -5.4258 5.5382
H 0.6597 -7.1693 5.1958
H 2.5803 -6.2809 4.1836
H 4.2911 -6.0761 2.4539
H 1.2734 -5.1822 -0.4480
H -0.4544 -5.4493 1.2908
H 3.4002 -4.2130 -3.4967
H 1.8004 -2.4648 -4.1585
H 1.8403 0.0304 1.8961
H 3.5567 -1.6019 2.6812
H 4.3446 -3.3377 1.0892
N -1.0068 -1.3326 -4.8082
C -1.8182 -0.4289 -5.3905
N -2.7730 -0.8873 -6.2407
N -1.7164 0.8571 -5.2590
C -0.8231 1.4643 -4.5511
N -0.0944 2.1350 -3.9591
H -1.2314 -2.3109 -4.8724
H -0.3917 -1.0518 -4.0389
H -3.0319 -1.8574 -6.2507
H -3.4312 -0.2161 -6.5952
*
```

Charges in e, computed with Mulliken, in the same order as the atoms: 1.713 -1.156 1.244 -1.834 -1.385 -0.307 -0.549 -0.264 1.421 -1.223 -1.695 -1.866 -0.048 1.331 -1.465 -1.932 -1.287 0.451 0.266 0.114 0.476 0.415 0.343 0.389 0.386 0.096 0.305 0.106 0.478 0.329 0.375 0.421 0.431 0.375 0.488 0.392 0.147 0.433 0.371 0.479 0.452 0.242 0.139 0.422 -0.868 -0.413 0.885 -0.296 -0.660 -0.068 0.058 -0.804 -0.517 -0.388 0.325 -0.695 -0.804 0.318 -0.543 0.126 0.051 -0.171 -1.438 -0.533 0.749 0.238 0.356 0.356 0.434 0.477 0.416 0.455 0.451 0.497 0.677 0.490 0.701 -0.267 0.609 -0.409 -0.710 0.576 -0.662 0.231 0.312 0.186 0.255